DFT (ωB97M-V with the def2-TZVPD basis set) results for a 14-piece molecular cluster, C87H194N3O3 overall in a non-equilibrium geometry.

Values from the calculation:
- ΔE to the lowest compared entry with this formula, charge and spin (kcal per mole) = 112.8
- E_HOMO (alpha / beta) (eV) = -7.486 / -6.958

The geometry in ORCA input format:
```
! RIJCOSX wB97M-V def2-TZVPD def2/J DEFGRID3
* xyz 0 4
C -1.08 0.66 7.91
C -1.09 1.71 6.83
C -1.24 1.16 5.45
C -0.26 0.08 5.13
C 1.15 0.44 5.26
C 2.02 -0.76 5.00
H -1.95 0.01 7.74
H -0.99 0.98 8.95
H -0.18 0.10 7.72
H -1.93 2.38 7.01
H -0.21 2.36 6.87
H -1.16 1.96 4.69
H -2.26 0.87 5.32
H -0.42 -0.67 5.95
H -0.55 -0.36 4.17
H 1.51 1.33 4.75
H 1.33 0.71 6.31
H 1.83 -1.53 5.76
H 1.69 -1.23 4.07
H 3.11 -0.64 4.91
C 4.69 -1.27 -2.25
C 5.30 -2.42 -2.99
C 5.48 -3.63 -2.08
C 5.45 -5.01 -2.88
C 6.72 -5.29 -3.81
C 8.00 -5.54 -3.01
H 5.42 -0.88 -1.48
H 3.82 -1.58 -1.65
H 4.43 -0.45 -2.87
H 4.61 -2.76 -3.78
H 6.23 -2.09 -3.42
H 4.66 -3.76 -1.38
H 6.50 -3.55 -1.71
H 5.34 -5.81 -2.18
H 4.59 -4.97 -3.59
H 6.38 -6.07 -4.45
H 6.85 -4.39 -4.38
H 7.91 -6.32 -2.28
H 8.91 -5.74 -3.57
H 8.27 -4.67 -2.39
C 4.33 -5.23 5.09
C 5.28 -4.67 3.96
C 4.65 -4.15 2.69
C 3.43 -3.21 2.95
C 2.81 -2.39 1.79
C 3.61 -1.13 1.46
H 3.84 -6.06 4.54
H 3.69 -4.42 5.56
H 4.96 -5.73 5.82
H 5.89 -3.88 4.42
H 5.98 -5.47 3.79
H 4.25 -4.90 1.97
H 5.34 -3.55 2.07
H 2.66 -3.84 3.33
H 3.69 -2.44 3.70
H 2.70 -2.94 0.88
H 1.71 -2.25 2.05
H 3.12 -0.45 0.78
H 3.94 -0.46 2.29
H 4.51 -1.48 0.90
C 3.41 10.22 -3.16
C 2.61 10.06 -1.89
C 2.28 8.62 -1.46
C 1.34 8.61 -0.24
C 0.62 7.28 -0.09
C -0.30 7.20 1.12
H 2.79 9.99 -4.01
H 4.32 9.59 -3.10
H 3.77 11.21 -3.36
H 3.12 10.55 -1.00
H 1.69 10.69 -1.99
H 3.25 8.09 -1.28
H 1.82 8.03 -2.29
H 1.89 8.83 0.68
H 0.64 9.40 -0.37
H -0.06 7.09 -0.99
H 1.41 6.55 -0.01
H -0.73 6.25 1.39
H 0.10 7.63 2.04
H -1.14 7.96 0.89
C 3.89 8.39 4.86
C 3.25 7.04 4.35
C 3.81 5.86 5.00
C 3.45 4.54 4.22
C 3.72 3.20 4.97
C 2.96 2.99 6.26
H 4.89 8.16 5.04
H 3.47 8.77 5.79
H 3.86 9.22 4.14
H 2.19 6.95 4.41
H 3.39 6.98 3.29
H 3.47 5.73 6.01
H 4.92 5.90 4.99
H 2.47 4.70 3.84
H 4.04 4.61 3.31
H 3.50 2.46 4.22
H 4.78 3.00 5.09
H 3.17 3.57 7.11
H 1.92 3.27 6.04
H 3.00 1.90 6.51
C -1.65 4.73 4.11
C -0.43 5.24 4.90
C -0.72 5.69 6.27
C 0.42 6.05 7.16
C 0.13 6.14 8.63
C 1.30 6.39 9.55
H -1.47 4.14 3.22
H -2.33 5.55 3.81
H -2.27 4.15 4.80
H 0.18 4.25 5.03
H 0.15 5.92 4.24
H -1.29 4.86 6.75
H -1.47 6.52 6.09
H 1.24 5.34 7.01
H 0.74 7.02 6.74
H -0.65 6.88 8.78
H -0.48 5.29 8.97
H 1.93 7.21 9.11
H 0.96 6.60 10.54
H 1.97 5.50 9.51
C -2.62 -6.89 1.29
C -3.18 -5.76 0.39
C -3.16 -4.36 0.98
C -1.91 -3.61 0.69
C -1.76 -2.25 1.37
C -2.99 -1.38 0.98
H -1.71 -6.47 1.82
H -2.20 -7.65 0.73
H -3.36 -7.38 1.97
H -2.71 -5.73 -0.55
H -4.22 -6.04 0.22
H -3.54 -4.42 2.01
H -4.00 -3.92 0.40
H -1.12 -4.21 0.92
H -1.81 -3.50 -0.41
H -1.72 -2.40 2.48
H -0.81 -1.76 1.13
H -3.00 -0.38 1.34
H -2.91 -1.43 -0.10
H -3.90 -1.83 1.36
C 1.23 4.46 -3.42
C 2.48 3.65 -3.02
C 2.92 3.78 -1.56
C 3.77 2.63 -1.13
C 4.56 3.03 0.12
C 5.60 1.94 0.56
H 0.40 4.23 -2.71
H 0.79 4.18 -4.33
H 1.37 5.55 -3.39
H 2.13 2.65 -3.08
H 3.29 3.83 -3.71
H 1.98 3.79 -1.01
H 3.33 4.75 -1.41
H 3.16 1.78 -1.02
H 4.49 2.41 -1.91
H 5.12 3.94 -0.14
H 3.97 3.26 1.02
H 6.10 1.40 -0.28
H 6.42 2.34 1.16
H 5.04 1.24 1.15
C 0.34 -1.82 -2.61
C -0.40 -0.85 -1.69
C 0.59 -0.21 -0.73
C 0.17 1.07 -0.05
C 0.95 1.45 1.19
C 0.70 2.84 1.69
H 0.87 -2.53 -1.98
H 1.13 -1.32 -3.21
H -0.38 -2.47 -3.15
H -0.88 -0.03 -2.28
H -1.26 -1.29 -1.23
H 1.56 -0.09 -1.20
H 0.84 -0.86 0.12
H 0.18 1.94 -0.63
H -0.85 0.95 0.26
H 0.86 0.70 2.00
H 2.02 1.42 0.87
H -0.34 3.16 1.65
H 1.13 2.94 2.70
H 1.31 3.53 1.12
C 4.68 -8.79 -0.34
C 3.18 -8.68 -0.40
C 2.73 -7.37 0.21
C 1.24 -7.20 0.31
C 0.46 -7.01 -0.96
C 0.86 -5.65 -1.64
H 5.03 -8.50 0.64
H 5.15 -8.14 -1.07
H 5.04 -9.77 -0.58
H 2.85 -8.88 -1.48
H 2.79 -9.49 0.17
H 3.26 -6.59 -0.37
H 3.18 -7.38 1.24
H 0.80 -8.07 0.85
H 1.01 -6.35 0.96
H 0.83 -7.77 -1.69
H -0.66 -7.01 -0.75
H 1.88 -5.78 -1.99
H 0.24 -5.43 -2.54
H 0.78 -4.92 -0.82
C -0.43 -8.10 -4.78
C -1.83 -8.39 -5.06
C -2.48 -9.36 -4.13
C -3.05 -8.68 -2.72
C -4.17 -7.64 -3.11
C -3.69 -6.61 -4.16
N -2.83 -7.23 -5.22
O -2.86 -6.67 -6.34
C -4.85 -6.08 -5.01
C -2.81 -5.72 -3.32
C -1.95 -9.08 -6.55
H 0.06 -9.02 -5.10
H -0.51 -7.67 -3.81
H 0.12 -7.33 -5.37
H -3.17 -9.89 -4.81
H -1.81 -10.09 -3.58
H -2.05 -8.42 -2.23
H -3.53 -9.36 -1.99
H -4.50 -6.96 -2.26
H -4.97 -8.28 -3.59
H -5.55 -5.79 -4.14
H -4.65 -5.11 -5.50
H -5.43 -6.67 -5.73
H -2.47 -4.76 -3.70
H -3.44 -5.28 -2.63
H -2.03 -6.35 -2.76
H -1.91 -10.17 -6.48
H -0.97 -8.66 -6.75
H -2.65 -8.66 -7.26
C -6.60 -2.27 -3.42
C -5.30 -1.14 -3.69
C -4.23 -1.57 -4.71
C -4.59 -1.41 -6.26
C -4.62 0.09 -6.31
C -5.72 0.71 -5.38
N -6.02 0.22 -4.15
O -10.82 3.89 -2.71
C -5.20 2.21 -5.17
C -7.00 0.76 -6.13
C -4.69 -0.92 -2.27
H -6.29 -3.29 -2.94
H -7.27 -2.33 -4.31
H -7.14 -1.77 -2.55
H -3.51 -0.75 -4.54
H -3.68 -2.47 -4.31
H -5.49 -1.90 -6.47
H -3.89 -2.15 -6.85
H -4.80 0.48 -7.31
H -3.69 0.36 -5.80
H -5.63 2.85 -4.25
H -4.17 1.99 -5.13
H -5.29 2.97 -5.90
H -7.75 0.80 -5.34
H -7.14 1.43 -6.92
H -7.10 -0.21 -6.41
H -4.72 -1.88 -1.82
H -5.37 -0.48 -1.59
H -3.79 -0.38 -2.35
C -5.01 5.83 -3.75
C -4.87 5.48 -2.33
C -6.25 4.86 -1.75
C -5.92 3.93 -0.63
C -5.06 2.78 -1.26
C -3.53 3.25 -1.58
N -3.58 4.40 -2.40
O -2.63 4.86 -2.87
C -2.79 3.55 -0.13
C -2.53 2.24 -2.37
C -4.39 6.62 -1.51
H -5.76 6.65 -3.77
H -5.24 5.13 -4.57
H -4.02 6.23 -4.06
H -6.93 5.55 -1.09
H -6.83 4.36 -2.65
H -6.78 3.37 -0.13
H -5.42 4.56 0.19
H -5.53 2.37 -2.19
H -5.16 2.07 -0.38
H -3.15 2.59 0.45
H -1.68 3.84 -0.19
H -3.27 4.28 0.52
H -2.96 2.19 -3.41
H -1.53 2.58 -2.27
H -2.62 1.25 -1.93
H -3.56 7.13 -2.08
H -3.92 6.37 -0.54
H -5.04 7.37 -0.93
*
```